1.
Computed, not measured: a structure of composition C47H38N4O7PSV, with ωB97M-V/def2-TZVPD.

Calculated values
- Frontier orbital gap (alpha / beta): 6.65 / 8.07 eV
- HOMO level (alpha / beta): -4.18 / -5.62 eV
- Spin multiplicity: 4
- E_tot: -115465.6442 eV
- <S²>: 3.7599
- ΔE to the lowest compared entry with this formula, charge and spin: 5.6 kcal/mol
- Total charge: -1

CARTESIAN COORDINATES (ANGSTROEM)
C 2.17103 -2.85191 2.01744
C -4.69434 -0.74408 -0.33643
C -2.87169 -5.23833 1.25594
C -0.90603 0.91878 3.01706
H 4.81702 -0.39385 5.23752
C 0.22925 3.82533 2.63795
C -3.12364 2.26944 -2.69158
H -4.02980 -6.51934 4.17598
C 0.76970 5.67773 1.20328
H -3.79599 -7.09230 1.77692
N 4.84584 1.40239 -0.81923
H -4.00634 0.23035 5.23440
H -5.31309 -0.60313 -5.97196
N 3.98711 1.99806 -1.69977
C -2.94866 -2.38338 -0.09672
C -3.27939 1.09314 3.40501
O -1.24203 -1.89913 1.49499
C -0.70727 -3.55596 -0.22529
C 1.71338 -1.54679 1.95866
H -4.25913 1.41251 3.07025
H -0.58222 -2.27210 2.10465
H -4.48595 3.32241 -4.02185
H -2.75814 -5.49375 0.21359
H 0.84398 6.74598 1.04002
C 4.25888 0.28910 -0.50422
C -3.13826 0.42808 4.61758
V 0.33311 -0.84811 0.35839
H -2.24805 -2.71032 3.41541
C 2.33875 -0.63269 2.88114
C -2.17532 1.33014 2.60170
C 2.57574 1.64729 3.70601
S 1.62446 1.57544 -3.01201
O -1.05290 -0.17161 -1.03340
H 1.77277 -1.05273 -1.98617
H -3.38404 -0.86913 1.35465
H 1.75264 -3.59195 1.33934
C -3.13489 -4.58285 3.93646
H 4.20818 2.88277 -2.11777
C -2.40525 -4.00317 1.70386
H 3.50928 -4.31593 2.89382
N 3.05847 0.18827 -1.16399
C -2.55841 -3.68080 3.05053
O -0.82404 -4.69355 -0.66241
C 4.80898 -0.75692 0.39061
C 0.33461 5.19302 2.43000
C -4.40715 -0.07373 -6.30117
H -4.58667 -2.78098 -3.03260
C -1.81461 -2.98063 0.73377
N 2.10056 -0.83479 -1.04416
H 4.12870 1.96776 5.17638
C 2.87480 1.28183 -1.96360
H 0.20913 -0.07328 4.56325
C 0.56827 2.93026 1.62580
H -3.09167 3.03775 -1.93082
C 4.01405 -0.07199 4.58242
C -4.34097 -2.36767 -2.06176
H 4.59707 -2.70187 4.40948
H 1.13897 2.73668 -0.42918
O 0.23118 -2.73415 -0.48840
H 2.56386 -1.65476 -0.65549
C 3.80020 -2.38963 3.74285
O -4.52615 1.30212 -5.96101
H -2.73698 -3.75560 -1.72766
C -2.36228 0.08184 -3.41235
P 0.48583 1.12140 1.84099
C 3.63090 1.23803 4.54924
C 1.07912 4.79183 0.18069
C -5.03865 -1.27490 -1.57210
O -1.55985 1.91286 -0.38916
H 1.37673 5.16272 -0.79239
H -1.76333 -0.51018 5.97119
H -2.28025 1.80552 1.63090
C -1.88192 0.01140 5.02903
H 2.27543 2.68639 3.69726
C -3.90021 2.43091 -3.84289
C -0.76820 0.25862 4.23416
C 1.93344 0.73961 2.90493
H -3.24114 -4.30983 4.97937
C -3.66219 -1.29966 0.40232
C 3.19519 -3.27740 2.90037
C -1.58965 0.96832 -1.18768
H 5.79354 -0.43680 0.72206
C -3.29754 -2.91910 -1.32949
C -2.37556 1.12150 -2.47484
H 4.16921 -0.92203 1.25480
H -1.77715 -0.80707 -3.22606
H -5.83139 -0.82453 -2.15697
C 3.38653 -1.03368 3.75249
H 0.06702 5.88124 3.22251
H -5.21825 0.12304 0.04761
H 4.90815 -1.70432 -0.14498
C -3.13317 0.25224 -4.53005
C -3.57854 -5.81538 3.48760
C 0.96897 3.42528 0.38969
H -4.26277 -0.17282 -7.37505
C -3.44699 -6.13398 2.14216
H -0.13534 3.45091 3.58791
O -3.28244 -0.59353 -5.61685
C -3.88491 1.39352 -4.74111

***

2.
Computed, not measured: a structure of composition C47H40AuN2OP2, with ωB97M-V/def2-TZVPD.

Calculated values
- Frontier orbital gap: 5.78 eV
- HOMO level: -9.94 eV
- E_tot: -76679.4364 eV
- ΔE to the lowest compared entry with this formula, charge and spin: 39.5 kcal/mol
- Total charge: +1

CARTESIAN COORDINATES (ANGSTROEM)
C -1.04803 3.12320 -0.70377
H -3.80729 1.17108 -1.65168
H -4.48801 3.93230 3.18165
C -1.93042 -0.45067 -6.36852
H 0.08815 -6.01668 1.95673
C -2.56405 -0.27551 1.06445
C 5.39895 0.32896 -2.70548
H 0.94760 1.82919 1.36748
C -0.96964 4.57686 -3.06319
C -0.87011 4.49186 -0.66499
H 6.48387 0.89439 -0.94126
C -1.20455 2.47098 -1.92397
H 6.19325 0.60825 -3.38352
C -0.55235 -0.01685 -4.45548
C -1.18051 -3.15221 0.71414
H 5.99610 -4.20855 0.81282
C 0.58932 1.61303 2.36597
C 0.49501 -4.06296 2.72944
H -3.02355 -1.23888 0.78354
H 4.66938 0.27191 0.59390
C -1.16085 3.20624 -3.10729
C 5.66519 -3.59128 2.83965
H -0.62958 0.79359 5.93049
N -2.98754 0.81140 0.23397
C -4.05572 1.57139 0.79976
H -0.68341 6.29010 -1.81301
H -3.84857 0.29477 -3.70644
C 5.41199 -3.58496 1.47456
C -0.94390 -4.50233 0.85387
H -0.93618 5.13909 -3.98490
C -0.64883 0.20300 3.88199
C 0.94504 2.43267 3.42278
H -1.39312 -5.19808 0.16232
C 4.89153 -2.81790 3.68793
C 4.21378 -0.17382 -3.19974
C -3.73864 2.48438 1.80251
C -0.20672 0.49737 2.59010
C 1.19132 -2.95309 -1.90589
N 0.60930 -1.96772 -2.25612
H 0.78644 2.77335 5.52883
H 1.78592 -0.91206 2.03848
O 1.73919 -3.93855 -1.63453
C 2.33711 -0.75217 0.05083
C -0.10548 -4.95973 1.85948
H 1.56803 3.29445 3.24404
C 4.40275 -2.79778 0.95105
Au 0.35219 -0.42861 -0.79846
H 1.15960 -4.41214 3.50483
C -6.36519 2.16667 1.00099
H -3.48719 -0.55122 -1.35437
C 4.54624 0.13763 -0.46976
H -7.38923 2.04035 0.68638
P -0.74504 -0.50229 1.20689
C -0.67569 -0.34112 -5.79282
C 3.87527 -2.03480 3.16755
C -5.37265 1.40810 0.40374
C -1.68397 0.22133 -3.68309
C -4.73762 3.22396 2.40690
H -2.02236 -0.71449 -7.41048
C -0.82754 5.22193 -1.84456
C -0.57829 -2.24166 1.58508
H -1.27250 -0.66279 4.06647
H 4.18866 -2.83205 -0.10578
C 0.50563 2.13653 4.70263
C 5.56239 0.48765 -1.33453
C -2.94627 0.11248 -4.27026
C 3.18645 -0.53357 -2.33280
P -1.47523 0.68685 -1.95331
C 2.52062 -1.16575 1.29141
C -3.11255 0.46960 -1.17183
H -4.04620 -0.31336 -6.04964
C -6.05494 3.06948 2.00036
H 0.21050 -0.52209 -6.38034
H -1.08330 2.56382 0.22242
H -2.87025 -0.05284 2.09825
H 6.45649 -4.20993 3.23875
H 0.74677 -2.02468 3.27057
C -0.29031 1.02247 4.93202
H 4.07786 -0.29637 -4.26561
C 3.63317 -1.99737 1.79391
H -6.83632 3.65334 2.46111
H -2.70451 2.60751 2.09563
H -0.76193 4.98888 0.28742
C 0.26203 -2.70677 2.59433
H -1.27949 2.71623 -4.06505
H -5.63258 0.69392 -0.36327
C 3.34841 -0.41232 -0.94999
H -1.79684 -2.81029 -0.10838
H 5.08149 -2.82860 4.75113
C -3.06695 -0.22742 -5.60574
H 0.43262 0.03687 -4.01107
H 3.26652 -1.43140 3.82923
H 2.26991 -0.94370 -2.72982